Entry from the Open Molecules 2025 dataset: a structure of composition C54H56KN7 (wB97M-V/def2-TZVPD).

Geometry (Å):
K1 -0.451 -0.086 0.298
C1 1.683 5.290 4.121
C2 0.293 4.823 3.674
C3 0.324 4.051 2.391
C4 0.176 4.519 1.123
C5 -0.053 5.932 0.681
C6 1.238 6.637 0.250
C7 0.350 3.362 0.237
N1 0.564 2.252 0.973
C8 0.593 2.612 2.268
C9 0.977 1.773 3.330
C10 1.394 0.433 3.279
C11 2.089 -0.268 4.367
C12 2.426 0.313 5.705
C13 3.637 1.250 5.651
C14 2.430 -1.487 3.876
C15 1.941 -1.524 2.493
C16 2.153 -2.572 1.590
C17 1.927 -2.583 0.200
N2 1.560 -1.513 -0.524
C18 1.518 -1.878 -1.821
C19 1.297 -0.996 -2.889
C20 1.013 0.380 -2.852
N3 0.635 1.072 -1.759
C21 0.641 2.379 -2.069
C22 0.411 3.425 -1.160
C23 0.993 2.552 -3.479
C24 1.225 1.305 -3.969
C25 1.583 0.926 -5.373
C26 0.348 0.534 -6.192
C27 1.151 3.863 -4.186
C28 2.513 4.512 -3.918
C29 1.871 -3.296 -1.945
C30 2.124 -3.737 -0.683
C31 2.565 -5.103 -0.259
C32 4.089 -5.217 -0.146
C33 1.858 -4.098 -3.209
C34 0.446 -4.568 -3.576
N4 1.288 -0.378 2.211
C35 3.148 -2.597 4.580
C36 2.182 -3.633 5.164
H1 1.659 5.724 5.125
H2 2.075 6.041 3.432
H3 2.380 4.451 4.123
H4 -0.364 5.692 3.566
H5 -0.146 4.204 4.461
H6 -0.519 6.500 1.492
H7 -0.762 5.946 -0.152
H8 1.957 6.652 1.072
H9 1.048 7.669 -0.060
H10 1.705 6.107 -0.581
H11 1.046 2.250 4.304
H12 2.626 -0.493 6.418
H13 1.564 0.861 6.098
H14 4.523 0.704 5.318
H15 3.850 1.692 6.629
H16 3.463 2.055 4.936
H17 2.590 -3.477 2.005
H18 1.453 -1.415 -3.879
H19 0.334 4.419 -1.592
H20 2.290 0.092 -5.363
H21 2.099 1.757 -5.865
H22 -0.166 -0.307 -5.724
H23 0.613 0.255 -7.215
H24 -0.360 1.364 -6.229
H25 0.360 4.550 -3.872
H26 1.020 3.721 -5.264
H27 2.660 4.649 -2.845
H28 2.602 5.486 -4.409
H29 3.317 3.867 -4.278
H30 2.197 -5.850 -0.969
H31 2.112 -5.352 0.705
H32 4.556 -5.036 -1.116
H33 4.396 -6.205 0.208
H34 4.474 -4.466 0.547
H35 2.519 -4.964 -3.108
H36 2.261 -3.500 -4.032
H37 0.025 -5.169 -2.767
H38 0.445 -5.166 -4.491
H39 -0.213 -3.712 -3.720
H40 3.774 -2.191 5.380
H41 3.827 -3.096 3.883
H42 1.511 -3.164 5.886
H43 2.716 -4.447 5.664
H44 1.563 -4.061 4.373
C37 -3.020 2.604 -3.276
C38 -2.810 2.183 -1.948
N5 -3.336 1.095 -1.444
C39 -4.123 0.325 -2.233
C40 -4.435 0.680 -3.567
C41 -3.839 1.858 -4.073
C42 -5.295 -0.140 -4.342
C43 -5.802 -1.281 -3.775
C44 -5.497 -1.667 -2.462
C45 -4.633 -0.913 -1.653
N6 -4.131 -1.249 -0.465
C46 -4.666 -2.076 0.424
C47 -6.022 -2.426 0.569
C48 -6.470 -3.222 1.630
C49 -5.621 -3.730 2.581
C50 -4.239 -3.426 2.487
C51 -3.288 -3.902 3.417
C52 -1.969 -3.579 3.275
C53 -1.589 -2.768 2.188
N7 -2.443 -2.304 1.306
C54 -3.754 -2.613 1.432
H45 -2.526 3.496 -3.642
H46 -2.170 2.765 -1.292
H47 -4.035 2.144 -5.102
H48 -5.528 0.140 -5.364
H49 -6.453 -1.921 -4.364
H50 -5.886 -2.604 -2.087
H51 -6.742 -2.033 -0.135
H52 -7.533 -3.440 1.697
H53 -5.980 -4.351 3.394
H54 -3.628 -4.522 4.242
H55 -1.220 -3.924 3.977
H56 -0.545 -2.497 2.056

For the energy above the lowest of the compared OMol25 structures with the same formula, charge and spin, the calculation gives 0.0 kcal per mole. Its net charge is -2. The calculation puts the gap between HOMO and LUMO at 5.32 eV. Its highest occupied orbital energy is -1.171 eV.

Entry from the Open Molecules 2025 dataset: a cluster of 8 separate species, C54H62Br2F7O27P in total (wB97M-V/def2-TZVPD).

Geometry (Å):
C1 0.599 -4.005 -1.296
C2 0.624 -4.986 -0.001
C3 -0.044 -6.451 -0.047
C4 1.312 -4.478 1.157
C5 0.650 -4.021 2.537
C6 0.818 -2.463 2.888
C7 2.274 -1.854 2.464
C8 2.031 -1.198 0.985
C9 2.748 -0.667 3.430
C10 4.285 -0.185 3.170
C11 5.281 -1.420 3.032
C12 5.413 -2.429 4.222
C13 6.340 -3.690 4.115
C14 6.357 -4.667 5.360
Br1 5.210 -6.311 5.234
C15 7.110 -4.496 6.547
C16 8.051 -3.223 6.745
Br2 6.995 -5.916 7.949
C17 7.167 -3.948 2.790
P1 8.293 -5.465 2.653
O1 8.977 -5.882 4.168
O2 7.206 -6.763 2.284
C18 7.059 -2.959 1.606
C19 6.105 -1.708 1.759
C20 6.055 -0.779 0.432
O3 4.922 -0.547 -0.033
C21 7.472 -0.420 -0.176
C22 8.418 -1.674 -0.316
C23 9.837 -1.591 -0.923
C24 10.274 -0.170 -1.389
O4 11.579 -0.064 -2.001
C25 9.374 1.112 -1.219
C26 10.068 2.442 -1.749
C27 11.385 2.901 -0.933
C28 12.587 3.096 -1.989
O5 11.715 2.082 0.208
C29 7.928 1.024 -0.599
C30 7.039 2.307 -0.410
F1 5.682 2.130 -0.084
F2 7.016 3.001 -1.681
C31 7.622 3.267 0.779
F3 8.653 4.128 0.357
F4 6.508 4.124 1.114
C32 7.942 2.456 2.135
F5 9.169 1.777 2.131
F6 6.837 1.636 2.509
F7 8.028 3.450 3.168
C33 7.887 -3.107 0.224
O6 8.088 -4.193 -0.361
H1 -0.226 -3.223 -1.225
H2 1.639 -3.499 -1.300
H3 0.558 -4.662 -2.231
H4 0.131 -6.941 0.971
H5 0.589 -7.057 -0.801
H6 -1.135 -6.442 -0.384
H7 2.462 -4.374 1.081
H8 1.178 -4.606 3.385
H9 -0.458 -4.287 2.540
H10 -0.049 -1.849 2.466
H11 0.761 -2.367 4.036
H12 2.980 -2.748 2.443
H13 2.691 -1.786 0.251
H14 0.946 -1.374 0.627
H15 2.248 -0.073 0.962
H16 2.073 0.236 3.233
H17 2.611 -0.929 4.546
H18 4.565 0.432 4.104
H19 4.319 0.542 2.279
H20 4.833 -2.270 5.199
H21 8.779 -3.061 5.883
H22 8.677 -3.420 7.698
H23 7.427 -2.284 6.997
H24 9.796 -5.353 4.318
H25 6.729 -6.536 1.451
H26 10.483 -2.528 -1.009
H27 11.761 -0.957 -2.393
H28 9.394 3.350 -1.848
H29 10.430 2.201 -2.824
H30 11.163 3.959 -0.518
H31 13.212 3.990 -1.608
H32 13.266 2.187 -2.106
H33 12.197 3.435 -3.024
H34 12.429 1.480 -0.123
C34 -3.128 -1.288 -0.535
C35 -2.221 -0.349 0.196
O7 -2.162 -0.905 1.503
C36 -2.462 -2.227 1.386
O8 -2.341 -3.029 2.271
O9 -2.915 -2.523 0.138
H35 -2.877 -1.371 -1.591
H36 -4.181 -1.010 -0.441
H37 -1.211 -0.330 -0.226
H38 -2.611 0.668 0.225
C37 -3.196 2.533 -2.147
C38 -4.300 2.925 -3.080
O10 -4.644 1.697 -3.708
C39 -4.261 0.698 -2.870
O11 -4.553 -0.455 -3.018
O12 -3.503 1.177 -1.841
H39 -3.180 3.141 -1.241
H40 -2.211 2.575 -2.621
H41 -5.177 3.311 -2.553
H42 -3.979 3.662 -3.818
C40 -7.905 2.106 -6.453
C41 -8.855 1.502 -5.464
O13 -8.377 1.994 -4.219
C42 -7.688 3.137 -4.480
O14 -7.294 3.896 -3.638
O15 -7.503 3.310 -5.815
H43 -8.378 2.314 -7.413
H44 -7.022 1.483 -6.619
H45 -9.884 1.845 -5.609
H46 -8.840 0.411 -5.484
C43 -8.878 7.513 -6.638
C44 -7.629 8.075 -7.246
O16 -6.917 6.912 -7.646
C45 -7.832 5.918 -7.808
O17 -7.592 4.853 -8.299
O18 -9.054 6.291 -7.340
H47 -9.740 8.168 -6.776
H48 -8.764 7.296 -5.572
H49 -7.832 8.687 -8.130
H50 -7.047 8.662 -6.535
C46 -9.137 1.080 -1.088
C47 -10.589 1.381 -1.286
O19 -11.139 1.182 0.010
C48 -10.125 1.345 0.903
O20 -10.275 1.410 2.091
O21 -8.920 1.424 0.274
H51 -8.495 1.669 -1.744
H52 -8.906 0.018 -1.225
H53 -10.764 2.417 -1.588
H54 -11.058 0.716 -2.013
C49 -5.240 -4.596 3.053
C50 -6.345 -4.207 2.120
O22 -6.684 -5.438 1.496
C51 -6.296 -6.435 2.339
O23 -6.582 -7.590 2.197
O24 -5.541 -5.950 3.362
H55 -5.225 -3.986 3.958
H56 -4.256 -4.551 2.579
H57 -7.224 -3.824 2.647
H58 -6.027 -3.471 1.380
C52 -10.850 6.299 1.843
C53 -12.030 5.525 2.345
O25 -12.500 4.865 1.178
C54 -11.450 4.775 0.319
O26 -11.455 4.127 -0.690
O27 -10.392 5.512 0.753
H59 -10.070 6.407 2.598
H60 -11.126 7.290 1.472
H61 -11.753 4.772 3.089
H62 -12.804 6.169 2.765

As for the structure (SMILES): CC(C)=CCC[C@@H](C)CCc1cc(/C(Br)=C(\C)Br)c(P(O)O)c2c1C(=O)c1c(cc(O)c(C[C@H](C)O)c1C(F)(F)C(F)(F)C(F)(F)F)C2=O.O=C1OCCO1.O=C1OCCO1.O=C1OCCO1.O=C1OCCO1.O=C1OCCO1.O=C1OCCO1.O=C1OCCO1. The calculation puts the gap between HOMO and LUMO at 5.33 eV. Its highest occupied orbital energy is -6.711 eV.

Entry from the Open Molecules 2025 dataset: the ion C54H63N2O2 with charge +1 (wB97M-V/def2-TZVPD).

Geometry (Å):
C1 1.860 0.360 -1.837
C2 2.558 -0.362 -0.690
C3 2.721 -1.848 -0.989
C4 3.953 0.272 -0.576
C5 1.839 -0.162 0.676
C6 2.601 -0.279 1.862
C7 2.442 0.738 2.800
C8 1.437 1.695 2.606
C9 0.344 1.425 1.769
C10 -0.919 2.329 1.858
C11 -2.226 1.550 1.841
C12 -0.897 3.318 0.697
C13 -0.937 3.163 3.151
C14 0.526 0.356 0.853
N1 -0.577 -0.258 0.166
C15 -1.036 -1.532 0.351
C16 -0.412 -2.465 1.367
C17 -0.675 -3.980 1.104
C18 0.057 -4.616 0.107
C19 -0.008 -6.003 -0.069
C20 -0.923 -6.753 0.662
C21 -1.750 -6.091 1.575
C22 -1.552 -4.739 1.878
N2 -1.828 -1.819 -0.746
C23 -2.475 -3.041 -1.172
C24 -3.529 -3.560 -0.392
C25 -4.449 -2.680 0.506
C26 -5.558 -3.520 1.151
C27 -5.095 -1.575 -0.334
C28 -3.675 -2.055 1.652
C29 -3.800 -4.936 -0.489
C30 -3.267 -5.678 -1.530
C31 -2.556 -5.032 -2.533
C32 -2.127 -3.709 -2.392
C33 -1.291 -3.124 -3.590
C34 -0.947 -4.185 -4.651
C35 0.041 -2.606 -3.080
C36 -2.047 -2.053 -4.371
C37 -2.097 -0.606 -1.405
C38 -1.252 0.310 -0.930
H1 1.682 1.411 -1.580
H2 2.510 0.334 -2.721
H3 0.918 -0.111 -2.115
H4 3.471 -2.309 -0.333
H5 1.775 -2.383 -0.850
H6 3.042 -1.985 -2.031
H7 4.587 -0.250 0.148
H8 4.466 0.250 -1.543
H9 3.863 1.321 -0.271
H10 3.371 -1.052 1.972
H11 3.119 0.819 3.652
H12 1.484 2.647 3.125
H13 -2.281 0.812 2.638
H14 -3.055 2.250 1.989
H15 -2.380 1.045 0.896
H16 -0.128 4.084 0.853
H17 -0.681 2.823 -0.250
H18 -1.876 3.805 0.621
H19 -0.166 3.944 3.155
H20 -1.905 3.676 3.232
H21 -0.818 2.558 4.058
H22 0.599 -2.311 0.943
H23 0.666 -4.005 -0.562
H24 0.654 -6.480 -0.790
H25 -1.005 -7.834 0.501
H26 -2.546 -6.624 2.089
H27 -2.077 -4.289 2.725
H28 -5.147 -4.233 1.879
H29 -6.253 -2.862 1.690
H30 -6.138 -4.069 0.400
H31 -4.350 -0.847 -0.665
H32 -5.585 -2.008 -1.216
H33 -5.841 -1.043 0.270
H34 -2.936 -1.328 1.301
H35 -4.343 -1.526 2.347
H36 -3.117 -2.807 2.214
H37 -4.399 -5.446 0.271
H38 -3.426 -6.755 -1.583
H39 -2.294 -5.609 -3.419
H40 -1.844 -4.602 -5.124
H41 -0.359 -3.720 -5.456
H42 -0.342 -5.002 -4.240
H43 -0.105 -1.929 -2.244
H44 0.671 -3.440 -2.743
H45 0.577 -2.064 -3.872
H46 -2.212 -1.152 -3.787
H47 -1.457 -1.775 -5.253
H48 -3.012 -2.444 -4.713
H49 -2.866 -0.533 -2.152
H50 -1.036 1.305 -1.269
C39 2.815 -7.180 9.320
O1 2.969 -7.214 7.875
C40 2.076 -6.545 7.103
C41 2.278 -6.612 5.703
C42 1.553 -5.805 4.856
C43 0.575 -4.934 5.383
C44 -0.106 -3.960 4.546
O2 -1.412 -3.710 4.924
C45 -1.747 -2.365 4.929
C46 -1.264 -1.536 3.905
C47 -1.206 -0.183 4.310
C48 -1.651 0.279 5.555
C49 -2.126 -0.605 6.518
C50 -2.233 -1.940 6.170
C51 -0.256 -2.123 2.823
C52 0.422 -3.304 3.482
C53 0.275 -4.987 6.760
C54 1.037 -5.743 7.629
H51 3.499 -7.951 9.679
H52 3.116 -6.201 9.726
H53 1.783 -7.427 9.614
H54 3.038 -7.282 5.318
H55 1.700 -5.813 3.776
H56 -0.720 0.534 3.651
H57 -1.598 1.334 5.813
H58 -2.413 -0.265 7.518
H59 -2.600 -2.679 6.875
H60 0.494 -1.319 2.787
H61 1.374 -3.687 3.075
H62 -0.552 -4.404 7.160
H63 0.850 -5.705 8.702

For the energy above the lowest of the compared OMol25 structures with the same formula, charge and spin, the calculation gives 0.0 kcal per mole. Its net charge is +1. The calculation puts the gap between HOMO and LUMO at 6.97 eV. Its highest occupied orbital energy is -9.629 eV.